1 | Below is a 2-piece molecular cluster, C2H2N2O3 overall, with properties calculated with ωB97M-V/def2-TZVPD.

The geometry in XYZ format:
```
9
Properties=species:S:1:pos:R:3:nbo_charge:R:1
C 0.214 -0.244 1.977 0.153
C -0.137 0.741 0.954 0.341
N 0.318 -1.058 2.817 -0.214
N -0.371 -0.630 -1.219 0.334
O -0.880 -1.676 -1.572 -0.281
O 0.411 -0.268 -2.270 -0.521
O 0.725 1.348 0.356 -0.488
H -1.199 1.152 1.028 0.179
H 0.919 0.635 -2.072 0.496
```

As for the LUMO energy: -1.03 eV. The SMILES is N#CC=O.O=NO. The frontier orbital gap comes out at 10.13 eV.

=====

2 | Below is one molecule with the formula C2H2N2O3, with properties calculated with ωB97M-V/def2-TZVPD.

The geometry in XYZ format:
```
9
Properties=species:S:1:pos:R:3:nbo_charge:R:1
C -0.009 -0.361 0.080 0.605
C -0.259 1.733 -0.313 0.939
H 0.856 -1.930 -1.049 0.427
H 0.221 -2.359 0.739 0.444
N 0.384 -1.647 -0.073 -0.842
N -0.585 0.018 1.233 -0.236
O -0.938 1.205 0.860 -0.361
O 0.001 2.787 -0.707 -0.509
O 0.329 0.554 -0.770 -0.466
```

As for the LUMO energy: 0.49 eV. The SMILES is Nc1noc(=O)o1. The frontier orbital gap comes out at 9.10 eV.

=====

What should be chosen as the least stable of them? Choose 1.

=====

1 | Below is one molecule with the formula C2H2N2O3, with properties calculated with ωB97M-V/def2-TZVPD.

The geometry in XYZ format:
```
9
Properties=species:S:1:pos:R:3:nbo_charge:R:1
C 0.088 -1.171 0.884 -0.149
C -0.582 0.052 0.594 0.532
H 0.027 2.089 -1.527 0.491
H 0.000 -2.015 1.675 0.261
N 0.283 0.735 -0.289 0.054
N 0.957 -1.387 -0.071 0.003
O -0.504 1.210 -1.456 -0.512
O 1.254 -0.271 -0.778 -0.180
O -1.523 0.757 0.967 -0.499
```

As for the LUMO energy: -0.87 eV. The SMILES is O=c1cnon1O. The frontier orbital gap comes out at 9.72 eV.

=====

2 | Below is C2H2N2O3 as an isolated structure, with properties calculated with ωB97M-V/def2-TZVPD.

The geometry in XYZ format:
```
9
Properties=species:S:1:pos:R:3:nbo_charge:R:1
C -0.629 0.219 1.212 0.158
C 0.474 -0.067 0.397 0.069
N -1.507 0.619 1.836 -0.217
N -0.111 0.507 -1.277 0.539
O -0.057 1.678 -1.438 -0.343
O -0.183 -0.434 -1.974 -0.326
O 0.774 -1.380 0.276 -0.598
H 1.294 0.596 0.436 0.232
H -0.055 -1.738 0.532 0.486
```

As for the LUMO energy: -0.02 eV. The frontier orbital gap comes out at 10.27 eV.

=====

What should be chosen as the least stable of them? Choose 1.